[1]
DFT (ωB97M-V/def2-TZVPD) results for a cluster of 2 separate species, C10H13NOS in total at a distorted geometry.

The HOMO-LUMO gap (spin up / spin down) is 6.50 / 8.18 eV. Its multiplicity is 1. The LUMO energy (spin up / spin down) comes out at -0.744 / -0.353 eV. As for the total energy: -916.80513 a.u. As for the energy above the lowest of the compared OMol25 structures with the same formula, charge and spin: 6.924 eV.

Element x y z (Å)
C1 -3.7137 -1.0098 -0.4750
C2 -3.2238 0.2458 -0.2315
C3 -2.9984 -2.0809 -0.0251
C4 -2.0364 0.4141 0.4636
C5 -1.7055 -2.0142 0.4245
C6 -1.2043 -0.7149 0.7774
C7 2.0285 2.2194 0.5898
C8 1.3927 2.0742 -0.7900
C9 1.8610 0.8607 0.0107
C10 -0.0809 -0.4842 1.5944
N1 3.5770 -0.3861 -1.7866
O1 2.6788 -1.4404 0.6017
S1 3.2162 -0.2181 0.0003
H1 -4.6679 -1.1452 -0.9107
H2 -3.7019 1.1285 -0.6174
H3 -3.4556 -3.0412 -0.0642
H4 -1.6320 1.3139 0.8449
H5 -1.1992 -2.9067 0.7348
H6 3.0612 2.6412 0.5440
H7 1.4192 2.6215 1.3590
H8 0.3706 2.0541 -0.9424
H9 1.8267 2.2530 -1.7327
H10 0.1078 0.5750 2.0721
H11 0.6534 -1.2553 1.9092
H12 2.9566 -0.8332 -2.4328
H13 4.4699 -0.8713 -1.9179


[2]
DFT (ωB97M-V/def2-TZVPD) results for the molecule C5H15ClNPSi at a distorted geometry.

The HOMO-LUMO gap is 8.95 eV. Its multiplicity is 1. The LUMO energy comes out at 0.559 eV. As for the SMILES: C[Si](C)(C)N=P(C)(C)Cl. As for the total energy: -1345.29672 a.u.

Element x y z (Å)
C1 -2.0900 2.0706 -1.1669
Si1 -1.0479 0.6899 -0.3200
C2 -0.6510 1.4655 1.3992
C3 -1.8535 -1.0372 -0.0591
N1 0.4409 0.2680 -1.1509
P1 1.9473 -0.1423 -0.2838
C4 3.1655 -0.9491 -1.3561
C5 1.6714 -1.2323 1.2309
Cl1 3.0188 1.4913 0.3599
H1 -2.7997 1.6061 -1.9271
H2 -2.6118 2.5668 -0.4539
H3 -1.4517 2.7300 -1.5840
H4 -0.0749 2.2897 1.2655
H5 -1.6033 1.8437 1.9469
H6 -0.0574 0.7196 2.0632
H7 -1.6113 -1.5052 0.8847
H8 -2.8995 -1.1401 -0.0635
H9 -1.4789 -1.7952 -0.6905
H10 3.9182 -1.6080 -0.8141
H11 2.7429 -1.8143 -1.8901
H12 3.6593 -0.1277 -2.0170
H13 1.0019 -0.6184 1.6997
H14 1.4338 -2.1944 0.7179
H15 2.6566 -1.5057 1.6798


[3]
DFT (ωB97M-V/def2-TZVPD) results for a structure of composition C35H27Br2GeMnN4O3S2 at a distorted geometry.

The HOMO-LUMO gap (spin up / spin down) is 6.24 / 3.84 eV. Its multiplicity is 6. The LUMO energy (spin up / spin down) comes out at -3.842 / -6.164 eV. Its net charge is +1. As for the total energy: -10966.82036 a.u. As for the energy above the lowest of the compared OMol25 structures with the same formula, charge and spin: 3.152 eV.

Element x y z (Å)
Mn1 -0.2935 -0.6327 -0.2471
Br1 -0.7679 3.3092 -2.9997
C1 0.7486 2.8577 -2.0184
C2 1.9133 3.5980 -2.1435
C3 3.0327 3.2642 -1.4082
Br2 4.5720 4.3274 -1.5937
C4 3.0478 2.1426 -0.5191
C5 4.1405 1.7519 0.2740
C6 4.0187 0.6613 1.0981
C7 2.8172 -0.0527 1.1118
N1 1.7782 0.2895 0.3754
C8 1.8776 1.3733 -0.4178
C9 0.6852 1.7337 -1.1595
O1 -0.3600 1.0395 -0.9977
H1 1.9391 4.4392 -2.8208
H2 5.0598 2.3185 0.2264
H3 4.8338 0.3513 1.7360
H4 2.6936 -0.9276 1.7384
N2 6.4367 -4.1668 -3.0391
C10 5.2484 -3.4990 -3.1128
C11 4.1525 -4.0644 -3.7825
C12 2.9484 -3.3964 -3.8420
C13 2.8162 -2.1589 -3.2238
C14 3.8882 -1.5832 -2.5518
C15 5.0932 -2.2462 -2.4938
S1 1.2792 -1.3136 -3.2788
O2 0.4111 -1.9443 -4.2267
O3 1.5173 0.1009 -3.3377
N3 0.6638 -1.5324 -1.7498
C16 0.0805 -2.6616 -1.3287
S2 -0.1127 -4.1995 -2.1031
C17 -0.9025 -4.7938 -0.6741
C18 -1.0073 -3.8318 0.2583
N4 -0.4554 -2.6208 -0.0961
H5 6.5860 -4.9622 -3.6328
H6 7.2572 -3.6729 -2.7395
H7 4.2650 -5.0250 -4.2694
H8 2.1107 -3.8091 -4.3867
H9 3.7639 -0.6088 -2.0941
H10 5.9376 -1.7995 -1.9829
H11 -1.2419 -5.8136 -0.6126
H12 -1.4593 -3.9488 1.2296
C19 -1.2670 -1.5585 3.1316
Ge1 -1.5230 -0.1395 1.7621
C20 -1.1617 1.5207 2.7893
C21 -1.9363 1.7221 3.9295
C22 -1.7090 2.8172 4.7499
C23 -0.7057 3.7232 4.4368
C24 0.0598 3.5422 3.2956
C25 -0.1694 2.4436 2.4769
C26 -3.4620 -0.1188 1.3392
C27 -4.2178 -1.1946 1.7474
C28 -5.6160 -1.2084 1.6068
C29 -6.2542 -0.1517 1.0223
C30 -5.5257 0.9721 0.5746
C31 -6.1801 2.0823 -0.0076
C32 -5.4751 3.1782 -0.4168
C33 -4.0772 3.2104 -0.2627
C34 -3.4159 2.1461 0.2870
C35 -4.1088 0.9951 0.7260
H13 -1.7692 -1.2726 4.0548
H14 -0.2014 -1.6600 3.3435
H15 -1.6447 -2.5293 2.8164
H16 -2.7299 1.0222 4.1687
H17 -2.3164 2.9601 5.6345
H18 -0.5199 4.5705 5.0841
H19 0.8360 4.2546 3.0435
H20 0.4309 2.3046 1.5850
H21 -3.7305 -2.0499 2.2007
H22 -6.1815 -2.0558 1.9725
H23 -7.3302 -0.1618 0.8962
H24 -7.2589 2.0555 -0.1038
H25 -5.9860 4.0261 -0.8537
H26 -3.5270 4.0865 -0.5800
H27 -2.3402 2.1746 0.3858


[4]
DFT (ωB97M-V/def2-TZVPD) results for a structure of composition C3H8OSn at a distorted geometry.

The HOMO-LUMO gap is 6.31 eV. Its multiplicity is 1. The LUMO energy comes out at -12.786 eV. Its net charge is +2. As for the total energy: -407.86024 a.u. As for the energy above the lowest of the compared OMol25 structures with the same formula, charge and spin: 0.542 eV.

Element x y z (Å)
Sn1 -0.8925 1.4438 -3.2303
C1 1.1578 -0.8608 0.4276
C2 -0.0248 -0.2112 -0.3130
C3 -1.1154 0.1436 0.6819
O1 0.4227 1.0530 -0.9139
H1 1.3518 -0.3238 1.3541
H2 2.0564 -0.8547 -0.1877
H3 0.8599 -1.8929 0.6098
H4 -0.3223 -0.9028 -1.1108
H5 -1.8255 0.8678 0.2698
H6 -0.6923 0.6219 1.5682
H7 -1.6077 -0.7591 1.0419
H8 0.6318 1.6753 -0.1976